Record 1
A molecular structure, C3H8NS in a non-equilibrium geometry. Source: the Open Molecules 2025 dataset; level of theory: wB97M-V/def2-TZVPD.

Each line ends with the Löwdin charge.
Element x y z (Å)
C1 -0.006 -0.492 1.354  0.05
C2 1.167 -0.607 0.311  -0.14
C3 -0.651 0.616 -0.233  -0.56
N1 0.452 -0.118 -0.893  -0.01
S1 -2.247 0.527 -0.937  0.87
H1 -0.888 -1.235 1.478  0.12
H2 0.262 -0.113 2.382  0.10
H3 1.971 0.043 0.592  0.12
H4 1.599 -1.622 0.124  0.14
H5 -0.219 1.609 -0.199  0.10
H6 1.010 0.390 -1.567  0.18
H7 -0.074 -0.807 -1.434  0.16
H8 -2.376 1.808 -0.977  -0.13

As for the total charge: +1. The HOMO energy is -13.795 eV. The LUMO energy comes out at -0.134 Eh. For the relative energy (zero: lowest compared OMol25 entry of this formula, charge and spin), the calculation gives 50.2 kcal per mole.



Record 2
A single C3H3IO molecule in a non-equilibrium geometry. Source: the Open Molecules 2025 dataset; level of theory: wB97M-V/def2-TZVPD.

Each line ends with the Löwdin charge.
Element x y z (Å)
C1 1.480 0.237 0.074  -0.10
C2 0.099 -0.243 0.100  -0.16
C3 -0.911 -0.899 0.004  -0.02
O1 -2.634 -1.082 -0.082  -0.88
I1 -3.443 0.617 0.064  0.91
H1 1.729 0.841 0.928  0.07
H2 2.075 -0.511 -0.297  0.04
H3 1.605 1.040 -0.790  0.13

The HOMO energy is -9.337 eV. The LUMO energy comes out at -0.039 Eh. Its SMILES is CC#COI. For the relative energy (zero: lowest compared OMol25 entry of this formula, charge and spin), the calculation gives 101.3 kcal per mole.



Record 3
11 unconnected molecules or ions with the total composition C22H28Cl40N3O3 in a non-equilibrium geometry. Source: the Open Molecules 2025 dataset; level of theory: wB97M-V/def2-TZVPD.

Each line ends with the Löwdin charge.
Element x y z (Å)
C1 -3.658 1.795 0.205  -0.08
C2 -2.604 1.337 -0.915  -0.26
O1 -2.561 2.367 -1.927  -0.21
C3 -2.692 1.812 -3.250  -0.16
C4 -4.211 1.400 -3.596  -0.15
O2 -4.374 -0.025 -3.340  -0.18
C5 -5.625 -0.242 -2.668  -0.19
C6 -6.056 -1.770 -2.606  -0.17
O3 -4.963 -2.666 -2.308  -0.12
C7 -5.283 -3.901 -2.947  -0.23
N1 -4.260 -4.962 -2.740  0.05
C8 -4.133 -5.341 -1.350  -0.31
N2 -4.951 -6.211 -0.711  0.19
N3 -3.052 -4.820 -0.554  0.11
C9 -1.727 -4.975 -1.258  -0.19
C10 -0.645 -4.017 -0.530  -0.36
C11 -0.813 -2.575 -1.191  -0.07
C12 0.797 -4.658 -0.684  -0.11
H1 -3.861 0.954 0.936  0.08
H2 -4.644 2.029 -0.306  0.07
H3 -3.224 2.699 0.745  0.02
H4 -2.835 0.307 -1.318  0.10
H5 -1.581 1.258 -0.409  0.12
H6 -2.107 0.827 -3.310  0.13
H7 -2.234 2.488 -4.029  0.13
H8 -4.399 1.664 -4.681  0.13
H9 -4.912 2.031 -2.971  0.13
H10 -5.689 0.277 -1.649  0.13
H11 -6.424 0.280 -3.304  0.14
H12 -6.901 -1.851 -1.838  0.14
H13 -6.559 -1.998 -3.609  0.13
H14 -5.304 -3.695 -4.073  0.16
H15 -6.343 -4.250 -2.691  0.15
H16 -4.654 -5.799 -3.208  0.10
H17 -5.228 -7.067 -1.204  0.12
H18 -5.236 -6.070 0.266  0.15
H19 -2.967 -5.428 0.275  0.15
H20 -1.381 -6.052 -1.239  0.07
H21 -1.756 -4.658 -2.343  0.12
H22 -0.947 -4.002 0.564  0.13
H23 -1.159 -2.605 -2.271  0.08
H24 0.220 -2.086 -1.214  0.09
H25 -1.508 -1.956 -0.542  0.08
H26 0.767 -5.757 -0.377  0.02
H27 1.512 -4.056 -0.037  0.09
H28 1.179 -4.643 -1.758  0.06
C13 -1.179 5.172 1.062  -2.00
Cl1 -2.746 5.911 0.675  0.52
Cl2 -0.459 4.528 -0.423  0.53
Cl3 -0.108 6.400 1.776  0.50
Cl4 -1.410 3.844 2.223  0.50
C14 3.513 -6.887 1.046  -1.98
Cl5 4.572 -8.077 1.827  0.49
Cl6 4.478 -5.495 0.515  0.51
Cl7 2.721 -7.633 -0.358  0.51
Cl8 2.280 -6.344 2.204  0.54
C15 -5.183 6.008 4.259  -2.02
Cl9 -3.590 5.348 3.838  0.47
Cl10 -6.434 5.187 3.303  0.51
Cl11 -5.494 5.750 5.987  0.52
Cl12 -5.214 7.747 3.905  0.52
C16 3.785 5.150 0.860  -2.00
Cl13 2.236 4.409 1.305  0.48
Cl14 4.979 4.841 2.139  0.52
Cl15 4.360 4.450 -0.667  0.53
Cl16 3.566 6.899 0.665  0.49
C17 6.057 -8.389 6.079  -2.02
Cl17 7.339 -7.247 6.529  0.52
Cl18 6.661 -10.051 6.238  0.52
Cl19 4.659 -8.162 7.149  0.52
Cl20 5.567 -8.096 4.395  0.45
C18 -2.067 -9.288 -2.584  -2.00
Cl21 -2.886 -7.720 -2.788  0.59
Cl22 -3.270 -10.537 -2.212  0.55
Cl23 -1.220 -9.706 -4.083  0.56
Cl24 -0.900 -9.171 -1.253  0.54
C19 4.318 -4.232 -3.701  -2.01
Cl25 2.710 -3.597 -4.107  0.51
Cl26 5.094 -4.857 -5.169  0.53
Cl27 5.311 -2.932 -3.014  0.53
Cl28 4.155 -5.542 -2.513  0.47
C20 4.338 9.866 3.221  -2.00
Cl29 4.177 10.416 1.541  0.49
Cl30 4.845 8.166 3.238  0.47
Cl31 5.553 10.855 4.053  0.50
Cl32 2.776 10.026 4.049  0.53
C21 7.318 11.920 -1.232  -2.03
Cl33 8.936 11.289 -1.596  0.52
Cl34 6.112 11.056 -2.208  0.51
Cl35 6.963 11.683 0.490  0.49
Cl36 7.258 13.652 -1.616  0.52
C22 8.902 9.599 6.584  -2.03
Cl37 10.520 8.970 6.218  0.52
Cl38 7.696 8.736 5.610  0.48
Cl39 8.550 9.362 8.307  0.52
Cl40 8.840 11.332 6.201  0.51

As for the total charge: +1. The HOMO energy is -11.192 eV. The LUMO energy comes out at -0.161 Eh.



Record 4
A single C5H10O2 molecule. Source: the Open Molecules 2025 dataset; level of theory: wB97M-V/def2-TZVPD.

Each line ends with the Löwdin charge.
Element x y z (Å)
O1 -0.286 -2.118 1.365  -0.06
C1 -1.042 -1.198 0.599  -0.25
C2 -0.248 0.092 0.507  -0.28
C3 1.134 -0.118 -0.126  -0.13
C4 1.356 1.198 -0.859  -0.21
O2 0.079 1.559 -1.355  -0.13
C5 -0.901 1.147 -0.414  -0.16
H1 -0.479 -3.010 1.060  0.09
H2 -1.221 -1.576 -0.421  0.13
H3 -2.025 -1.018 1.062  0.12
H4 -0.131 0.496 1.520  0.15
H5 1.906 -0.347 0.613  0.12
H6 1.095 -0.946 -0.845  0.12
H7 2.035 1.122 -1.713  0.12
H8 1.744 1.970 -0.174  0.12
H9 -1.748 0.737 -0.980  0.12
H10 -1.267 2.009 0.161  0.12

The HOMO energy is -9.647 eV. The LUMO energy comes out at 0.033 Eh. Its SMILES is OC[C@H]1CCOC1. For the relative energy (zero: lowest compared OMol25 entry of this formula, charge and spin), the calculation gives 35.4 kcal per mole.